[1]
The molecule C24H23ClN4O4, computed with wB97M-V/def2-TZVPD.

structure (SMILES): NC(=O)C[C@H](NC(=O)Cc1ccc(Cl)cc1)c1ccc(NCc2ccccc2)c([N+](=O)[O-])c1
calculated total energy: -51933.56796 eV
Kohn-Sham gap: 7.77 eV
ΔE to the lowest compared entry with this formula, charge and spin: 193.42 kJ/mol
total charge: 0

Structure (XYZ):
```
56
C24H23ClN4O4, DFT wB97M-V/def2-TZVPD
Cl -3.88 4.52 -1.56
O -3.93 -2.87 0.65
O 2.78 1.27 2.93
O 0.64 1.37 2.98
O -0.54 -4.32 -2.44
N 3.97 -0.39 1.32
N -2.35 -1.26 0.61
N -2.47 -4.53 -1.28
N 1.67 0.87 2.57
C -3.59 1.65 1.18
C 0.29 -0.64 1.34
C -1.32 -2.13 0.09
C 5.02 1.55 -2.36
C -1.51 -2.35 -1.44
C -3.60 -1.72 0.84
C -3.42 2.84 0.50
C 7.15 1.85 -1.31
C 6.81 0.91 -0.35
C 5.20 -0.74 0.65
C -4.41 0.65 0.68
C 4.68 0.61 -1.41
C 6.26 2.18 -2.32
C 1.59 -0.19 1.64
C -4.55 -0.66 1.39
C -4.91 2.05 -1.22
C -1.44 -3.83 -1.78
C -4.08 3.04 -0.70
C 2.72 -0.77 1.01
C 0.06 -1.63 0.42
C -5.07 0.86 -0.53
C 1.18 -2.21 -0.21
C 2.45 -1.80 0.08
C 5.58 0.28 -0.40
H 1.03 -3.00 -0.93
H 5.10 -1.73 0.19
H -5.43 2.21 -2.15
H -1.46 -3.10 0.59
H 4.03 0.39 1.98
H 3.71 0.13 -1.45
H -4.33 -0.55 2.45
H -5.57 -1.06 1.29
H -3.15 -4.10 -0.66
H -2.18 -0.27 0.62
H -2.49 -1.98 -1.72
H -3.08 1.51 2.13
H 7.51 0.67 0.43
H 3.27 -2.28 -0.43
H -2.78 3.62 0.90
H -0.51 -0.18 1.89
H -5.71 0.10 -0.93
H -2.49 -5.53 -1.42
H 6.52 2.91 -3.06
H -0.76 -1.80 -2.01
H 8.12 2.33 -1.27
H 4.32 1.80 -3.14
H 5.98 -0.79 1.41
```

=====

[2]
The molecule C24H23ClN4O4, computed with wB97M-V/def2-TZVPD.

structure (SMILES): NC(=O)C[C@H](NC(=O)Cc1ccc(Cl)cc1)c1ccc(NCc2ccccc2)c([N+](=O)[O-])c1
calculated total energy: -51933.65305 eV
Kohn-Sham gap: 7.84 eV
ΔE to the lowest compared entry with this formula, charge and spin: 185.21 kJ/mol
total charge: 0

Structure (XYZ):
```
56
C24H23ClN4O4, DFT wB97M-V/def2-TZVPD
Cl -4.16 4.44 1.21
O -1.21 2.90 -1.41
O -3.51 -2.89 0.89
O 0.80 3.66 -1.44
O 0.88 -4.68 -0.01
N 2.80 2.01 -1.32
N 0.00 2.73 -1.30
N -2.51 -1.50 -0.57
N -1.16 -4.66 0.96
C 0.48 1.43 -1.03
C -4.78 0.14 0.03
C 2.18 -0.24 -0.76
C -4.40 2.79 0.75
C -4.96 0.55 1.34
C 4.32 1.99 1.14
C 5.92 0.78 2.46
C 1.22 -1.18 -0.52
C -4.78 1.87 1.71
C 4.22 1.74 -1.37
C -0.15 -0.85 -0.53
C -3.59 -2.00 0.06
C -1.17 -1.93 -0.24
C -4.41 1.09 -0.92
C -0.49 0.45 -0.76
C -0.83 -3.26 -0.95
C 4.81 1.40 -0.02
C 1.86 1.11 -1.04
C 4.87 1.68 2.37
C -4.22 2.41 -0.57
C -4.89 -1.32 -0.33
C -0.27 -4.28 0.03
C 6.41 0.19 1.31
C 5.86 0.50 0.08
H -2.08 -4.23 1.02
H 3.50 2.69 1.08
H -1.75 -3.68 -1.37
H 1.52 -2.20 -0.30
H -4.28 0.80 -1.96
H 7.23 -0.51 1.37
H -4.93 2.17 2.73
H -5.06 -1.44 -1.40
H 4.48 2.14 3.27
H -0.12 -3.11 -1.76
H 6.25 0.03 -0.82
H -1.17 -2.11 0.84
H -1.51 0.79 -0.73
H 4.71 2.64 -1.75
H 4.42 0.93 -2.07
H -3.91 3.14 -1.30
H -5.24 -0.18 2.09
H -0.88 -5.30 1.68
H -2.63 -0.83 -1.31
H 2.48 2.97 -1.45
H -5.70 -1.79 0.22
H 6.34 0.54 3.42
H 3.22 -0.53 -0.72
```

=====

[3]
A cluster of 3 separate species, C24H23F3N3O2PS in total, computed with wB97M-V/def2-TZVPD.

structure (SMILES): OP(O)N1c2ccccc2Sc2c(CCC(F)=C(F)F)cccc21.c1cc[nH]c1.c1cc[nH]c1
calculated total energy: -62099.73914 eV
Kohn-Sham gap: 7.55 eV
total charge: 0

Structure (XYZ):
```
57
C24H23F3N3O2PS, DFT wB97M-V/def2-TZVPD
S -1.02 -0.48 -0.13
P 1.66 -0.09 2.17
F -3.78 -1.50 -3.19
F -5.81 -0.79 -2.50
F -4.02 -0.32 -0.15
O 0.83 -1.51 2.29
O 3.17 -0.27 2.81
N 0.42 0.73 -3.83
N 0.89 -1.85 5.49
N 1.87 0.34 0.46
C 0.43 -1.31 -0.75
C 0.92 1.41 0.22
C 0.60 3.76 0.06
C 1.50 -3.02 -2.02
C 2.81 -1.39 -0.91
C 1.60 -2.91 5.98
C 2.75 -2.51 -1.72
C -0.74 3.55 -0.18
C -4.49 -0.72 -2.39
C 0.36 -2.42 -1.56
C -2.80 2.19 -0.48
C 1.68 -0.79 -0.41
C -3.90 0.10 -1.45
C -0.04 -2.39 7.43
C -1.30 2.29 -0.23
C -3.21 1.41 -1.76
C -0.66 0.98 -4.64
C 1.43 2.69 0.27
C 1.10 2.17 -5.36
C -0.43 1.22 -0.04
C -0.26 1.88 -5.60
C -0.11 -1.52 6.37
C 1.50 1.44 -4.27
C 1.05 -3.27 7.18
H 1.46 -3.92 -2.64
H 3.68 -2.93 -2.08
H -0.11 -1.33 2.43
H -2.38 1.31 -2.47
H 1.38 -4.07 7.81
H 3.80 -1.00 -0.67
H -0.61 -2.85 -1.82
H -3.31 1.83 0.42
H 0.42 0.11 -3.04
H -0.89 2.27 -6.38
H 3.06 -0.66 3.69
H 2.44 1.38 -3.76
H -0.78 -0.70 6.16
H 2.49 2.81 0.47
H -0.69 -2.39 8.28
H 1.07 -1.39 4.62
H -3.14 3.22 -0.62
H 2.43 -3.32 5.43
H -1.61 0.50 -4.46
H -3.98 2.02 -2.27
H -1.41 4.40 -0.35
H 1.73 2.84 -5.93
H 1.04 4.76 0.09
```

=====

[4]
A cluster of 2 separate species, C24H23N2O in total, computed with wB97M-V/def2-TZVPD.

calculated total energy: -30281.71416 eV
Kohn-Sham gap: 6.12 eV
ΔE to the lowest compared entry with this formula, charge and spin: 131.74 kJ/mol
total charge: +1

Structure (XYZ):
```
50
C24H23N2O, DFT wB97M-V/def2-TZVPD
O 3.25 -2.76 -1.99
N -2.47 0.94 0.03
N -3.79 2.53 -0.72
C 5.52 0.16 -1.81
C -2.25 4.31 -1.50
C -2.52 -0.75 3.06
C -0.08 -1.49 -1.09
C 4.88 -1.03 -1.41
C 0.95 -2.01 -1.86
C -1.69 2.00 -0.39
C 3.98 -1.26 -3.68
C -3.73 1.28 -0.17
C 1.23 -1.89 0.94
C 5.37 0.63 -3.11
C -2.50 3.00 -0.88
C 4.60 -0.06 -4.04
C -1.14 -0.96 1.04
C -2.64 -0.72 4.44
C -4.94 0.49 0.15
C -1.24 -0.69 2.43
C 4.08 -1.69 -2.36
C 0.02 -1.42 0.34
C -1.50 -0.61 5.25
C 2.28 -2.35 0.16
C 2.14 -2.41 -1.23
C -0.25 -0.42 4.65
C -0.12 -0.40 3.27
H -3.63 -0.78 4.91
H 0.63 -0.27 5.28
H -5.58 1.04 0.85
H -2.07 -1.05 0.46
H -1.18 4.51 -1.52
H 6.12 0.70 -1.08
H 1.33 -1.92 2.02
H 4.96 -1.42 -0.40
H 5.87 1.57 -3.41
H -4.65 3.02 -0.96
H -2.74 5.13 -0.94
H -2.62 4.35 -2.53
H 0.86 -2.12 -2.94
H -0.98 -1.13 -1.59
H 0.84 -0.18 2.80
H -5.49 0.25 -0.77
H -4.61 -0.44 0.62
H -1.59 -0.64 6.34
H 4.48 0.31 -5.06
H -3.42 -0.85 2.44
H -0.62 1.99 -0.32
H 3.22 -2.66 0.60
H 3.38 -1.84 -4.38
```

=====

[5]
A structure of composition C24H23N2O2Pt, computed with wB97M-V/def2-TZVPD.

calculated total energy: -35578.04582 eV
Kohn-Sham gap: 7.40 eV
total charge: +1

Structure (XYZ):
```
52
C24H23N2O2Pt, DFT wB97M-V/def2-TZVPD
Pt 2.00 1.06 -0.46
O 0.57 1.14 -2.03
O -0.51 -1.02 1.73
N 0.35 -0.04 -0.18
N -1.51 0.19 -1.41
C -0.22 0.45 -1.30
C -3.68 -0.51 1.58
C 3.22 1.62 1.26
C -0.63 -0.60 0.62
C 5.37 0.52 -2.33
C -3.02 0.17 0.57
C -4.91 1.48 2.13
C -3.85 -3.30 -2.05
C 3.46 2.60 0.26
C -1.94 -3.13 -0.04
C -4.24 2.16 1.13
C 3.16 4.06 0.45
C -3.29 1.51 0.35
C 4.59 0.82 -1.09
C -1.95 -0.58 -0.22
C -3.37 -4.46 -1.45
C -3.38 -2.06 -1.64
C -2.42 -4.37 -0.45
C 3.23 -0.78 2.05
C 3.59 0.26 1.03
C -2.41 -1.97 -0.64
C 4.44 -0.08 -0.07
C 3.91 2.10 -0.97
C -4.62 0.14 2.36
H -5.65 1.99 2.73
H 4.00 -1.56 2.08
H 4.72 0.60 -3.21
H -4.60 -3.36 -2.82
H 2.76 1.88 2.20
H -1.21 -3.08 0.76
H 3.14 -0.34 3.04
H 4.09 4.62 0.37
H 5.79 -0.48 -2.30
H 2.49 4.42 -0.33
H -3.74 -5.42 -1.77
H 4.90 -1.06 -0.13
H -3.47 -1.56 1.76
H -2.09 0.49 -2.17
H 2.28 -1.25 1.81
H -5.14 -0.40 3.15
H -2.04 -5.27 0.03
H 3.97 2.79 -1.80
H -4.46 3.21 0.94
H -2.77 2.07 -0.42
H 2.72 4.26 1.42
H 6.17 1.24 -2.46
H -3.79 -1.17 -2.09
```

=====

[6]
A structure of composition C24H23N4S6Sn, computed with wB97M-V/def2-TZVPD.

calculated total energy: -102060.38522 eV
Kohn-Sham gap: 7.35 eV
ΔE to the lowest compared entry with this formula, charge and spin: 113.97 kJ/mol
total charge: +1

Structure (XYZ):
```
58
C24H23N4S6Sn, DFT wB97M-V/def2-TZVPD
Sn 0.11 -1.67 0.18
S 1.12 -6.16 -1.05
S -0.62 -0.81 -2.42
S -2.96 -1.40 -0.02
S -1.05 -0.12 2.69
S -3.35 0.64 0.26
S 2.61 -0.78 0.99
N 5.26 -0.86 0.64
N 4.12 -0.44 -1.19
N -0.21 1.14 0.11
N 0.76 -3.44 -0.76
C -2.62 0.68 2.96
C 4.04 -0.73 0.11
C -0.01 1.59 -1.13
C 5.50 -0.40 -1.66
C -4.00 -1.60 -4.46
C 0.92 -4.62 -0.90
C 0.40 1.73 1.13
C -4.96 -1.78 -3.48
C -3.30 -1.44 -1.78
C -2.33 -1.25 -2.76
C 5.59 -1.22 1.98
C -0.87 1.00 -2.20
C 1.57 3.19 -0.35
C -2.69 -1.34 -4.10
C -4.08 1.65 4.62
C -4.61 -1.70 -2.14
C -2.88 1.06 4.27
C 0.88 2.61 -1.40
C -3.61 0.85 2.00
C 0.13 1.26 2.53
C -4.85 1.38 2.36
C 6.29 -0.69 -0.37
C -5.08 1.79 3.67
C 1.32 2.76 0.94
H 6.96 0.14 -0.09
H -5.98 -1.99 -3.75
H 5.73 0.59 -2.06
H 4.68 -1.20 2.58
H -5.35 -1.85 -1.37
H 6.90 -1.60 -0.45
H -1.93 -1.19 -4.86
H 1.05 0.87 2.95
H 5.68 -1.16 -2.42
H -4.25 1.99 5.63
H 2.29 3.97 -0.54
H -4.27 -1.68 -5.50
H -1.92 1.14 -1.93
H -0.22 2.09 3.14
H 6.02 -2.22 2.01
H -2.11 0.89 5.01
H 1.82 3.20 1.78
H -0.67 1.46 -3.16
H 1.03 2.94 -2.42
H 6.31 -0.51 2.40
H 3.33 -0.47 -1.80
H -5.62 1.48 1.61
H -6.03 2.23 3.93
```

=====

[7]
A cluster of 2 separate species, C24H23NPS2 in total, computed with wB97M-V/def2-TZVPD.

calculated total energy: -57701.54725 eV
Kohn-Sham gap: 3.64 eV
total charge: +1

Structure (XYZ):
```
51
C24H23NPS2, DFT wB97M-V/def2-TZVPD
S 2.93 -1.81 -1.39
S 4.57 -1.12 0.92
P -1.02 0.39 0.79
N 0.84 0.99 4.12
C -3.77 3.72 2.44
C -3.59 2.54 3.16
C -0.60 0.96 -3.26
C -0.40 0.87 -0.85
C -1.63 -2.33 0.72
C -2.04 1.74 1.47
C 5.98 -1.39 -0.21
C 4.53 -2.10 -2.22
C -2.24 2.92 0.74
C -4.35 -1.90 0.17
C 3.27 -0.81 -0.09
C -3.50 -0.81 0.38
C 0.83 1.54 -0.93
C -2.13 -1.03 0.61
C 0.64 1.60 -3.34
C -2.49 -3.42 0.54
C -3.84 -3.21 0.25
C -3.10 3.90 1.22
C 1.37 1.86 -2.18
C 0.33 -0.03 1.82
C 5.77 -2.36 -1.37
C -2.72 1.55 2.70
C 0.55 0.55 3.07
C -1.10 0.55 -2.02
H -2.10 -4.43 0.62
H -1.74 3.05 -0.22
H -2.04 0.00 -1.97
H 6.72 -1.80 0.49
H -1.18 0.76 -4.16
H -3.25 4.81 0.64
H 4.29 -3.01 -2.81
H -4.44 4.50 2.82
H -4.13 2.36 4.09
H 5.74 -3.40 -0.98
H 1.37 1.79 -0.02
H 1.03 -0.79 1.46
H -5.41 -1.72 -0.04
H 4.69 -1.27 -2.93
H 6.32 -0.41 -0.56
H 2.56 -0.03 0.17
H -0.58 -2.49 0.97
H 2.35 2.33 -2.23
H -4.51 -4.06 0.10
H 6.66 -2.29 -2.03
H 1.05 1.89 -4.32
H -2.57 0.63 3.26
H -3.91 0.20 0.38
```

=====

[8]
A cluster of 5 separate species, C24H24BBrClN5O9P in total, computed with wB97M-V/def2-TZVPD.

calculated total energy: -143680.19688 eV
Kohn-Sham gap: 5.87 eV
total charge: -1

Structure (XYZ):
```
66
C24H24BBrClN5O9P, DFT wB97M-V/def2-TZVPD
Br 1.93 -0.48 -1.68
Cl 4.96 -0.38 -2.51
P 4.26 -1.69 0.20
O -6.17 -4.75 -3.82
O 6.68 -4.09 -7.17
O -4.18 -5.53 -3.81
O 3.06 -1.51 1.17
O -0.82 3.99 7.88
O -1.83 -0.12 0.60
O 6.80 -3.36 -9.18
O -3.38 0.49 1.95
O -0.36 5.30 6.25
N -1.14 4.72 6.97
N 3.65 -2.78 -2.37
N -5.02 -4.75 -3.44
N 6.52 -3.23 -8.00
N -2.21 0.27 1.69
C 5.95 -1.95 -7.57
C -2.95 -2.73 -1.08
C -5.20 -1.89 -1.05
C -1.64 0.89 3.99
C 4.93 0.47 -6.75
C -2.56 4.92 6.72
C -4.63 -3.73 -2.47
C 5.23 0.26 -8.10
C 5.74 -0.96 -8.51
C -3.89 -1.84 -0.59
C -3.49 4.31 7.55
C -5.58 -2.84 -1.99
C -4.32 5.94 5.45
C 5.66 -1.76 -6.23
C -5.26 5.33 6.28
C 0.12 0.26 2.46
C -4.84 4.52 7.32
C -0.69 1.11 4.98
C 1.06 0.48 3.45
C -3.31 -3.69 -2.02
C 0.66 0.91 4.71
C -1.22 0.48 2.74
C 5.14 -0.53 -5.82
C -2.97 5.74 5.67
B 3.69 -1.45 -1.65
H -5.57 4.04 7.97
H -2.24 6.21 5.02
H -6.60 -2.87 -2.35
H -3.61 -1.11 0.14
H -1.00 1.44 5.96
H 0.45 -0.07 1.48
H 4.54 1.43 -6.43
H -2.69 1.06 4.21
H 5.06 1.05 -8.82
H 2.95 -3.41 -2.02
H -4.65 6.57 4.64
H -5.94 -1.19 -0.67
H 2.11 0.32 3.24
H 4.57 -3.21 -2.38
H 5.30 -0.77 0.49
H -1.93 -2.69 -0.73
H 4.83 -2.99 0.34
H 5.82 -2.54 -5.50
H -2.57 -4.38 -2.40
H 5.97 -1.12 -9.56
H 4.91 -0.37 -4.77
H -6.31 5.50 6.11
H -3.17 3.67 8.36
H 1.39 1.09 5.48
```